[1]
The following is a quantum chemistry calculation of a cluster of 8 separate species, C32H44N4O4 in total at a distorted geometry, from the Open Molecules 2025 dataset.

As for the orbital gap: 9.6 eV. For the highest occupied orbital energy, the calculation gives -9.1 eV. As for the molar mass: 548.7 g mol⁻¹. The total energy comes out at -1765.6347 hartree.

Each line ends with the Mulliken charge.
Atoms and positions in Å:
C 4.80099 2.97758 -1.55301  0.0312
C 4.26859 3.71422 -2.61556  -0.5573
C 3.92764 5.01034 -2.33278  -0.1617
N 3.81578 5.54966 -1.11894  -0.5794
C 4.31869 4.83080 -0.10563  -0.2564
C 4.84798 3.54713 -0.29537  -0.4007
H 5.17275 2.00094 -1.64526  0.5027
H 4.19319 3.21156 -3.55942  0.3739
H 3.60076 5.68551 -3.16801  0.3130
H 4.44898 5.23488 0.90285  0.3333
H 5.26290 2.98428 0.53605  0.3864
C 3.62536 -2.59104 1.71745  -0.3245
C 2.26869 -2.69971 2.06376  -0.2106
C 1.76568 -1.82022 3.05946  -0.2477
N 2.48672 -0.95196 3.72803  -0.6276
C 3.77225 -0.92816 3.47585  -0.3715
C 4.37282 -1.72107 2.51288  -0.3131
H 4.05019 -3.18190 0.95079  0.5342
H 1.68036 -3.53338 1.65544  0.2973
H 0.72754 -1.81844 3.23311  0.5524
H 4.36036 -0.25498 4.06928  0.3979
H 5.42378 -1.53431 2.29446  0.2966
C 1.33043 0.81256 0.66525  -0.5256
C 1.61156 -0.27145 -0.14772  -0.4338
C 0.55220 -1.15798 -0.41740  -0.5952
N -0.65988 -1.11946 0.05807  0.0628
C -0.97921 -0.05828 0.85770  -0.1485
C -0.02561 0.92041 1.15333  -0.5109
H 2.08617 1.58161 0.78712  0.5833
H 2.61136 -0.42310 -0.50980  0.7444
H 0.76279 -1.98797 -1.07271  0.4192
H -2.00407 -0.01834 1.26546  0.0082
H -0.36835 1.79775 1.75173  0.3689
C -3.55502 5.02100 0.43784  -0.1922
C -3.23737 3.71300 0.20069  -0.9036
C -3.87978 2.69451 0.90299  0.2492
N -4.79601 2.90964 1.85521  -0.1756
C -5.18365 4.19308 2.03067  -0.1912
C -4.60390 5.24528 1.32110  -0.4827
H -2.96956 5.80787 -0.00931  0.4075
H -2.40863 3.42499 -0.38016  0.4858
H -3.46282 1.70220 0.97992  0.1798
H -6.02196 4.48407 2.76785  0.2816
H -4.62304 6.30765 1.54819  0.3195
C 7.47295 -0.49786 -1.62547  -1.0927
C 6.23303 -1.19121 -1.20211  0.8628
C 6.29707 -2.66590 -1.09177  -1.2621
O 5.19855 -0.64544 -0.91886  -0.4205
H 7.90539 -0.05183 -0.65121  0.2365
H 7.29016 0.25444 -2.40894  0.3375
H 8.16782 -1.20335 -2.13054  0.3650
H 6.64666 -3.09290 -2.01984  0.4743
H 5.28481 -2.98528 -0.89115  0.1935
H 6.97550 -2.91017 -0.26147  0.3036
C -1.62180 -4.22529 1.34847  -0.5474
C -1.38351 -4.96426 0.07370  1.0275
C -2.47923 -5.07604 -0.88405  -0.9209
O -0.30668 -5.46444 -0.12216  -0.6001
H -2.10131 -4.94473 2.06454  0.4277
H -2.40457 -3.47919 1.21093  0.0266
H -0.72840 -3.89074 1.81537  -0.0458
H -2.26690 -5.49782 -1.83784  0.3595
H -2.90297 -4.12054 -1.10229  -0.0664
H -3.22971 -5.67831 -0.40992  0.3718
C -5.25854 -0.22055 2.28756  -1.0834
C -5.29263 -0.26850 0.77534  0.8091
C -6.41601 0.48178 0.05487  -1.1995
O -4.53800 -0.96137 0.13177  -0.4567
H -5.55279 0.80729 2.65573  0.2862
H -4.21089 -0.42399 2.57771  0.2103
H -5.91328 -0.96449 2.65298  0.4919
H -7.28210 0.00426 0.43319  0.4348
H -6.30544 0.37946 -1.03452  0.2460
H -6.50804 1.50126 0.34638  0.3104
C -3.92321 0.43853 -3.23343  -0.4611
C -2.88896 -0.66326 -3.35923  0.4997
C -3.18882 -1.92367 -2.52658  -0.8058
O -1.88814 -0.52092 -4.06119  -0.6122
H -4.55211 0.18724 -2.40423  -0.2198
H -4.52509 0.43439 -4.15007  0.3253
H -3.50394 1.44117 -3.08030  0.2611
H -4.15096 -2.36629 -2.59729  0.5146
H -3.06027 -1.66699 -1.49142  0.0887
H -2.45527 -2.65525 -2.78413  0.4104


[2]
The following is a quantum chemistry calculation of a structure of composition C32H44N4P2ReSi at a distorted geometry, from the Open Molecules 2025 dataset.

As for the orbital gap (alpha / beta): 5.5 / 3.1 eV. For the highest occupied orbital energy (alpha / beta), the calculation gives -12.4 / -12.4 eV. Its charge is +2. Its spin multiplicity is 4. As for the molar mass: 761.0 g mol⁻¹. Its expectation value of S² is 3.806. The total energy comes out at -2514.4395 hartree.

Each line ends with the Mulliken charge.
Atoms and positions in Å:
Re 0.59889 1.90436 1.32837  0.7921
C 0.57162 0.53440 3.21940  -0.9627
C 1.40187 0.16786 2.12646  -0.9267
C 0.89892 -0.84931 1.11474  -0.5792
C -0.49740 -0.59790 0.54925  3.2182
C -1.00342 0.83130 0.45003  0.2200
C -1.48124 1.55947 1.60325  -0.8632
C -1.92728 0.77170 2.81244  -0.9770
C -0.79696 -0.02721 3.47674  -0.6524
C 1.63062 3.03099 -0.00937  -1.3784
H 1.01451 1.06017 4.07388  0.7025
H 2.48387 0.23593 2.25397  0.8281
H 0.90441 -1.83919 1.58262  0.0706
H 1.64787 -0.90093 0.30577  0.5468
H -0.46556 -0.94269 -0.49446  -2.9393
H -1.23202 -1.26282 1.02703  0.5027
H -1.39963 1.11581 -0.53409  -0.1016
H -2.03960 2.47984 1.42167  0.5953
H -2.73979 0.08914 2.53177  0.3452
H -2.34666 1.45785 3.55212  0.4513
H -0.96868 0.03174 4.56368  0.4593
H -0.85959 -1.08658 3.18816  0.3255
H 1.78288 3.98767 0.50474  0.3950
H 1.14928 3.19262 -0.97542  0.3201
H 2.60091 2.55381 -0.15916  0.4407
P -0.92024 0.14804 -2.75444  0.0662
P 1.12055 -2.66974 -1.17123  -0.2489
N -2.66622 0.25550 -3.02579  0.6268
N -0.59864 0.47065 -4.49292  0.4065
N -0.05543 -3.89886 -0.74730  0.6771
N 2.41535 -3.79389 -1.58691  0.4279
C -0.88924 -1.69547 -2.91025  -1.3176
C 0.50471 -2.32926 -2.87099  -1.5049
C -3.38533 1.43231 -2.79014  -0.5653
C -4.69541 1.25356 -3.21694  -0.6892
C -4.79041 -0.07084 -3.74782  -0.8195
C -3.54098 -0.66017 -3.61196  -0.1661
C 0.25049 1.47390 -4.95185  -0.1172
C 0.28540 1.44517 -6.34218  -0.6530
C -0.54090 0.34788 -6.75984  -0.6390
C -1.09679 -0.20163 -5.61453  0.0067
C -0.45853 -4.14722 0.57617  -0.5420
C -1.54781 -5.00463 0.55501  -0.7963
C -1.81555 -5.33405 -0.81359  -0.7628
C -0.89712 -4.64194 -1.58711  -0.4660
C 2.37534 -5.17297 -1.84837  -0.2525
C 3.59642 -5.56885 -2.37990  -0.6218
C 4.42160 -4.39360 -2.47400  -0.6180
C 3.67543 -3.32703 -1.99774  -0.4016
H -1.33559 -2.01679 -3.85550  0.5293
H -1.55136 -2.07037 -2.11651  0.9771
H 0.49434 -3.26492 -3.45444  0.4494
H 1.28079 -1.69302 -3.32533  0.6418
H -2.90905 2.26161 -2.27856  0.4051
H -5.49002 1.97890 -3.15465  0.4636
H -5.65592 -0.55854 -4.16820  0.4818
H -3.24151 -1.67959 -3.82279  0.4521
H 0.77228 2.09231 -4.24023  0.4895
H 0.82714 2.11279 -6.99009  0.4684
H -0.69609 -0.02278 -7.76650  0.4712
H -1.79230 -1.02130 -5.50374  0.4404
H 0.08321 -3.71891 1.40100  0.5459
H -2.09088 -5.35861 1.41751  0.4569
H -2.56841 -6.00804 -1.19859  0.5017
H -0.77552 -4.61343 -2.65935  0.4513
H 1.48633 -5.73813 -1.61816  0.3621
H 3.87153 -6.57697 -2.65994  0.4442
H 5.43802 -4.36008 -2.84194  0.4379
H 3.91065 -2.27945 -1.89679  0.3719
C 1.09916 6.50650 5.61501  -0.9427
Si 1.26815 4.63707 5.57021  -0.0006
C 3.04206 4.25676 6.07224  -0.9635
C 0.09883 3.97302 6.89177  -0.9718
C 0.95049 3.84045 3.91748  0.8028
C 0.81611 3.20229 2.84082  -0.4620
H 1.28924 6.88098 6.63270  0.2999
H 0.09515 6.83453 5.31571  0.3233
H 1.81253 6.99293 4.93702  0.3158
H 3.35038 4.80600 6.97348  0.2961
H 3.16942 3.18320 6.25766  0.3121
H 3.72953 4.52078 5.25773  0.3190
H -0.95362 4.11184 6.62022  0.3483
H 0.22629 2.89388 7.02809  0.3195
H 0.27408 4.48020 7.85374  0.2996